Entry 1:
Formula: C3H4N2O2
Source: the OMol25 dataset
Level of theory: ωB97M-V/def2-TZVPD

Each line ends with the natural charge from an NBO analysis.
Positions of all 11 atoms, in Å:
C (1.612, 0.225, -0.199)  -0.339
C (0.783, -0.886, -0.136)  -0.108
C (0.811, 1.303, 0.012)  -0.078
N (-0.448, -0.364, -0.049)  -0.088
N (-0.450, 0.931, 0.121)  -0.312
O (-2.128, -0.766, 0.004)  -0.240
O (-2.910, 0.296, -0.095)  0.020
H (2.698, 0.079, -0.390)  0.226
H (0.855, -1.920, -0.165)  0.209
H (1.187, 2.281, 0.050)  0.205
H (-2.009, -1.177, 0.848)  0.506

Frontier orbital gap (alpha / beta) ... 9.192 / 6.636 eV
2S+1 ... 3
Relative energy (zero: lowest compared OMol25 entry of this formula, charge and spin) ... 524.1 kJ/mol
LUMO level (alpha / beta) ... 0.023 / -0.091 hartree
Expectation value of S² ... 2.0097

=====

Entry 2:
Formula: C2H5Br2N2
Source: the OMol25 dataset
Level of theory: ωB97M-V/def2-TZVPD

Each line ends with the natural charge from an NBO analysis.
Positions of all 11 atoms, in Å:
C (-0.892, -0.120, 0.283)  0.446
C (1.507, 0.422, 0.523)  -0.107
N (-1.839, -0.443, -0.613)  -0.705
N (0.255, 0.457, -0.065)  -0.569
Br (2.649, 1.756, -0.059)  0.253
Br (2.253, -1.850, -0.115)  -0.139
H (-1.010, -0.462, 1.289)  0.243
H (1.476, 0.401, 1.703)  0.275
H (-2.618, -0.995, -0.500)  0.436
H (-2.137, 0.107, -1.421)  0.437
H (0.355, 0.727, -1.024)  0.430

Frontier orbital gap (alpha / beta) ... 7.820 / 7.819 eV
2S+1 ... 1
Relative energy (zero: lowest compared OMol25 entry of this formula, charge and spin) ... 134.3 kJ/mol
LUMO level (alpha / beta) ... -0.223 / -0.223 hartree
Net charge ... +1

=====

Entry 3:
Formula: C38H36IN14OSSiY
Source: the OMol25 dataset
Level of theory: ωB97M-V/def2-TZVPD

Each line ends with the Löwdin charge.
Positions of all 93 atoms, in Å:
Y (-1.074, 0.453, -0.967)  1.246
N (-4.057, -1.380, 0.511)  0.128
C (-2.885, -2.096, 0.651)  -0.481
N (-2.799, -3.212, 1.371)  0.025
N (-1.511, -3.569, 1.270)  -0.079
N (-0.877, -2.722, 0.541)  -0.106
N (-1.720, -1.750, 0.111)  -0.023
C (-4.332, -0.652, -0.641)  -0.519
N (-5.566, -0.493, -1.087)  0.005
N (-5.409, 0.268, -2.194)  -0.114
N (-4.171, 0.535, -2.388)  -0.079
N (-3.426, -0.033, -1.400)  -0.084
H (-4.862, -1.862, 0.876)  0.123
I (1.898, 1.232, -2.630)  1.051
C (0.872, 2.228, -4.136)  -0.650
C (1.517, 2.482, -5.314)  -0.187
C (0.880, 3.252, -6.307)  -0.117
C (-0.355, 3.774, -6.059)  -0.064
C (-1.024, 3.525, -4.836)  -0.185
C (-2.278, 4.128, -4.577)  -0.070
C (-2.899, 3.902, -3.388)  -0.090
C (-2.332, 3.019, -2.440)  -0.171
C (-1.132, 2.355, -2.620)  -0.232
C (-0.445, 2.686, -3.840)  -0.285
H (2.519, 2.106, -5.478)  0.074
H (1.385, 3.444, -7.246)  0.088
H (-0.849, 4.401, -6.795)  0.099
H (-2.716, 4.770, -5.335)  0.096
H (-3.855, 4.367, -3.174)  0.095
H (-2.912, 2.850, -1.537)  0.057
C (1.112, -4.795, -1.445)  0.002
C (0.319, -4.106, -2.487)  -0.335
N (-0.330, -4.660, -3.460)  0.101
N (-0.933, -3.606, -4.100)  0.009
C (-0.700, -2.413, -3.522)  -0.798
S (-1.322, -0.919, -3.893)  0.629
N (0.152, -2.742, -2.505)  -0.080
N (0.625, -1.812, -1.595)  0.047
H (1.095, -5.867, -1.632)  0.082
H (0.675, -4.587, -0.466)  0.067
H (2.144, -4.437, -1.435)  0.065
H (-1.584, -3.759, -4.844)  0.136
H (0.431, -2.175, -0.653)  0.024
H (1.620, -1.679, -1.721)  0.043
C (3.991, 0.300, 3.056)  -0.100
C (2.888, 0.962, 2.220)  -0.587
C (2.175, 1.983, 3.116)  -0.090
C (3.535, 1.721, 1.059)  -0.109
Si (1.610, -0.321, 1.559)  0.444
O (0.747, 0.260, 0.352)  -0.488
C (2.621, -1.830, 0.963)  -0.206
C (3.521, -1.671, -0.098)  -0.125
C (4.332, -2.708, -0.538)  -0.101
C (4.263, -3.949, 0.082)  -0.129
C (3.359, -4.141, 1.114)  -0.106
C (2.548, -3.097, 1.540)  -0.089
C (0.588, -0.871, 3.045)  -0.215
C (-0.758, -0.506, 3.085)  -0.084
C (-1.561, -0.815, 4.174)  -0.073
C (-1.031, -1.500, 5.255)  -0.105
C (0.307, -1.869, 5.242)  -0.104
C (1.103, -1.551, 4.150)  -0.121
H (4.719, 1.059, 3.373)  0.076
H (4.532, -0.468, 2.499)  0.069
H (3.591, -0.159, 3.964)  0.063
H (2.913, 2.684, 3.529)  0.079
H (1.660, 1.507, 3.952)  0.078
H (1.435, 2.569, 2.566)  0.051
H (4.126, 2.561, 1.450)  0.078
H (2.787, 2.124, 0.375)  0.042
H (4.220, 1.094, 0.485)  0.062
H (3.584, -0.714, -0.605)  0.069
H (5.018, -2.544, -1.362)  0.097
H (4.897, -4.763, -0.252)  0.093
H (3.269, -5.115, 1.583)  0.099
H (1.825, -3.280, 2.327)  0.093
H (-1.189, 0.029, 2.250)  0.065
H (-2.605, -0.523, 4.164)  0.104
H (-1.657, -1.751, 6.104)  0.091
H (0.733, -2.411, 6.079)  0.089
H (2.146, -1.851, 4.166)  0.087
N (-3.293, 5.452, 4.698)  0.105
C (-3.001, 4.711, 3.865)  -0.216
C (-2.636, 3.791, 2.827)  -0.269
C (-3.614, 3.015, 2.207)  -0.055
C (-3.246, 2.123, 1.210)  -0.130
C (-1.913, 1.944, 0.795)  -0.223
C (-0.972, 2.766, 1.443)  -0.145
C (-1.303, 3.674, 2.436)  -0.054
H (-4.650, 3.115, 2.510)  0.105
H (-4.038, 1.545, 0.743)  0.072
H (0.073, 2.681, 1.150)  0.066
H (-0.545, 4.284, 2.914)  0.105

Frontier orbital gap ... 6.831 eV
2S+1 ... 1
Relative energy (zero: lowest compared OMol25 entry of this formula, charge and spin) ... 25.5 kJ/mol
LUMO level ... 0.137 hartree
Net charge ... -2

=====

Entry 4:
Formula: C29H59NO22S
Source: the OMol25 dataset
Level of theory: ωB97M-V/def2-TZVPD

Each line ends with the Löwdin charge.
Positions of all 112 atoms, in Å:
C (-5.658, -0.825, 2.708)  -0.060
C (-5.114, 0.495, 2.139)  -0.189
O (-3.993, 0.904, 2.938)  0.042
C (-2.806, 0.391, 2.687)  -0.593
O (-2.590, -0.494, 1.886)  0.104
O (-2.008, 0.863, 3.624)  0.049
C (-0.790, 0.190, 3.651)  -0.052
H (-4.945, -1.594, 3.022)  0.052
H (-6.279, -1.297, 1.878)  0.104
H (-6.287, -0.580, 3.592)  0.082
H (-5.900, 1.247, 2.310)  0.125
H (-4.920, 0.434, 1.070)  0.113
H (-0.329, 0.194, 2.685)  0.069
H (-0.857, -0.857, 3.949)  0.092
H (-0.108, 0.718, 4.345)  0.118
C (1.383, 4.066, -2.429)  -0.065
C (1.494, 2.658, -2.946)  -0.224
O (0.213, 2.057, -3.205)  0.002
C (-0.383, 2.144, -4.437)  -0.555
O (-1.358, 1.500, -4.693)  0.134
O (0.224, 3.030, -5.251)  -0.024
C (-0.094, 3.038, -6.611)  -0.055
H (2.374, 4.393, -2.122)  0.077
H (0.797, 4.069, -1.481)  0.087
H (1.018, 4.817, -3.119)  0.074
H (1.821, 2.055, -2.090)  0.113
H (2.216, 2.426, -3.754)  0.135
H (-1.071, 3.492, -6.747)  0.093
H (-0.180, 2.019, -6.998)  0.098
H (0.673, 3.596, -7.195)  0.110
C (-3.065, -1.391, -5.018)  -0.064
C (-4.151, -1.441, -3.966)  -0.174
O (-3.924, -2.693, -3.217)  0.001
C (-4.565, -2.795, -2.062)  -0.614
O (-5.422, -2.038, -1.731)  0.139
O (-4.157, -3.885, -1.356)  -0.029
C (-3.147, -4.712, -1.873)  -0.077
H (-3.425, -0.753, -5.859)  0.099
H (-2.851, -2.356, -5.472)  0.079
H (-2.113, -1.040, -4.627)  0.031
H (-5.164, -1.504, -4.348)  0.122
H (-4.173, -0.550, -3.340)  0.113
H (-3.402, -5.229, -2.827)  0.108
H (-2.900, -5.464, -1.098)  0.098
H (-2.194, -4.163, -1.990)  0.100
C (5.097, 1.827, 4.467)  -0.063
C (5.067, 0.295, 4.632)  -0.203
O (4.874, -0.439, 3.406)  0.014
C (3.648, -0.397, 2.817)  -0.607
O (2.636, 0.030, 3.304)  0.101
O (3.767, -0.902, 1.629)  0.021
C (2.641, -0.849, 0.743)  -0.021
H (5.854, 2.126, 3.666)  0.103
H (5.458, 2.260, 5.423)  0.083
H (4.105, 2.211, 4.180)  0.056
H (4.293, -0.061, 5.309)  0.120
H (6.085, 0.039, 4.876)  0.113
H (2.506, 0.174, 0.321)  0.098
H (1.723, -1.093, 1.297)  0.071
H (2.910, -1.587, -0.012)  0.093
C (-3.117, -3.830, 1.913)  -0.038
C (-1.678, -3.422, 1.879)  -0.183
O (-1.261, -3.463, 3.302)  0.025
C (0.041, -3.138, 3.468)  -0.613
O (0.787, -2.777, 2.613)  0.130
O (0.250, -3.189, 4.812)  -0.001
C (1.528, -2.553, 5.062)  -0.045
H (-3.700, -3.057, 2.381)  0.049
H (-3.248, -4.700, 2.520)  0.079
H (-3.459, -3.928, 0.879)  0.069
H (-1.647, -2.409, 1.547)  0.079
H (-0.961, -4.004, 1.292)  0.129
H (2.392, -3.139, 4.701)  0.108
H (1.614, -2.391, 6.146)  0.098
H (1.516, -1.541, 4.630)  0.068
C (1.082, 2.856, 1.941)  -0.061
C (1.938, 3.992, 2.504)  -0.172
O (1.467, 4.400, 3.841)  0.034
C (1.707, 5.681, 4.119)  -0.634
O (1.925, 6.549, 3.334)  0.129
O (1.453, 5.839, 5.412)  0.004
C (1.494, 7.169, 5.887)  -0.048
H (1.152, 2.812, 0.840)  0.066
H (0.025, 3.013, 2.168)  0.085
H (1.386, 1.924, 2.416)  0.045
H (1.877, 4.954, 1.920)  0.125
H (2.991, 3.657, 2.541)  0.116
H (0.632, 7.677, 5.447)  0.100
H (2.385, 7.683, 5.542)  0.093
H (1.435, 7.184, 6.978)  0.097
C (-2.082, 0.021, -1.357)  0.081
N (-0.692, -0.020, -0.766)  -0.378
O (-0.303, 0.735, 0.102)  0.051
O (0.141, -0.729, -1.333)  0.026
H (-2.639, 0.817, -0.879)  0.101
H (-2.497, -0.976, -1.174)  0.096
H (-1.950, 0.064, -2.452)  0.089
C (2.521, -3.670, -5.045)  -0.213
C (3.087, -3.020, -3.792)  -0.205
C (2.428, -1.644, -3.656)  -0.215
S (1.558, -1.318, -5.165)  0.648
O (1.973, -0.030, -5.689)  -0.317
O (0.145, -1.549, -4.995)  -0.293
C (2.255, -2.578, -6.064)  -0.251
H (1.554, -4.114, -4.841)  0.115
H (3.059, -4.546, -5.325)  0.108
H (4.193, -2.926, -3.870)  0.124
H (3.057, -3.625, -2.911)  0.105
H (3.165, -0.896, -3.408)  0.105
H (1.745, -1.671, -2.796)  0.086
H (3.181, -2.150, -6.471)  0.125
H (1.542, -2.795, -6.830)  0.109

SMILES ... C[N+](=O)[O-].O=S1(=O)CCCC1.CCOC(=O)OC.CCOC(=O)OC.CCOC(=O)OC.CCOC(=O)OC.CCOC(=O)OC.CCOC(=O)OC
Frontier orbital gap ... 10.922 eV
2S+1 ... 1
LUMO level ... 0.012 hartree

=====

Entry 5:
Formula: C3H10ClMgN2O2
Source: the OMol25 dataset
Level of theory: ωB97M-V/def2-TZVPD

Each line ends with the natural charge from an NBO analysis.
Positions of all 19 atoms, in Å:
Mg (-1.003, -2.538, 3.681)  1.780
Cl (-0.624, -1.669, 1.698)  -0.759
C (2.284, 1.286, 1.588)  0.767
O (3.188, 2.078, 1.828)  -0.634
N (1.813, 0.404, 2.515)  -0.876
N (1.651, 1.266, 0.373)  -0.841
H (1.217, -0.366, 2.264)  0.370
H (2.366, 0.413, 3.356)  0.409
H (2.030, 1.816, -0.375)  0.420
H (0.972, 0.558, 0.178)  0.371
C (-1.010, 0.218, -2.467)  -0.640
C (-1.873, -0.904, -1.874)  -0.073
O (-2.545, -0.428, -0.709)  -0.721
H (-0.853, 0.142, -3.543)  0.224
H (-0.015, 0.348, -2.033)  0.187
H (-1.528, 1.154, -2.258)  0.229
H (-1.302, -1.814, -1.674)  0.155
H (-2.639, -1.150, -2.612)  0.184
H (-2.127, -0.814, 0.065)  0.450

Frontier orbital gap ... 3.484 eV
2S+1 ... 1
Relative energy (zero: lowest compared OMol25 entry of this formula, charge and spin) ... 1.6 kJ/mol
LUMO level ... -0.321 hartree
Net charge ... +1

=====

Entry 6:
Formula: C10H9FN2O
Source: the OMol25 dataset
Level of theory: ωB97M-V/def2-TZVPD

Each line ends with the natural charge from an NBO analysis.
Positions of all 23 atoms, in Å:
F (-0.816, -0.453, 3.583)  -0.333
O (1.650, -1.841, 3.247)  -0.689
C (-2.351, 1.965, -2.368)  -0.289
C (-1.158, 1.775, -3.149)  -0.301
C (-2.132, 1.373, -1.152)  -0.067
C (-0.277, 1.050, -2.381)  -0.050
C (-0.875, 0.001, 1.236)  -0.323
C (0.938, -0.669, -0.171)  -0.279
C (-0.224, -0.608, 2.345)  0.350
C (1.013, -1.272, 2.172)  0.209
C (1.591, -1.296, 0.913)  0.130
C (-0.240, 0.058, -0.003)  0.183
N (2.810, -1.922, 0.759)  -0.805
N (-0.839, 0.796, -1.132)  -0.352
H (1.142, -1.639, 4.032)  0.495
H (-3.285, 2.473, -2.642)  0.226
H (-1.063, 2.091, -4.200)  0.227
H (-2.861, 1.342, -0.366)  0.214
H (0.734, 0.752, -2.674)  0.212
H (-1.801, 0.519, 1.417)  0.231
H (1.408, -0.664, -1.158)  0.216
H (3.204, -2.298, 1.621)  0.404
H (3.433, -1.532, 0.069)  0.391

SMILES ... Nc1cc(-n2cccc2)cc(F)c1O
Frontier orbital gap ... 8.670 eV
2S+1 ... 1
Relative energy (zero: lowest compared OMol25 entry of this formula, charge and spin) ... 9.4 kJ/mol
LUMO level ... 0.024 hartree

=====

Number 1: E_tot -10241.2331 eV. Number 2: E_tot -145211.4960 eV. Number 3: E_tot -90762.1055 eV. Number 4: E_tot -88396.7743 eV. Number 5: E_tot -28308.6247 eV. Number 6: E_tot -18260.5808 eV.